(1)
# C6H10O

C6H10O as an isolated structure in a non-equilibrium geometry (ωB97M-V/def2-TZVPD, OMol25).

Structure (XYZ):
```
17
Properties=species:S:1:pos:R:3:forces:R:3
C -0.73378 -0.87640 0.49635 -0.2214 -1.5897 -0.3313
C 0.27366 0.23955 0.43812 -2.1727 0.8676 0.7197
C -0.41851 -2.23976 0.54161 -0.3058 -1.8027 -0.7878
C 0.27773 0.81433 -1.02236 -0.1962 -0.1494 1.2232
C -0.16872 1.27097 1.52518 1.8684 -2.3096 -1.4087
C 0.92564 0.07048 -2.10833 2.5428 -3.0016 1.7683
O -0.35234 1.80038 -1.26946 -0.5715 1.0576 0.1982
H -0.62489 -1.40627 1.59209 0.0869 -0.2050 0.3574
H -1.74661 -0.58884 0.41437 -1.3376 0.8237 -0.5069
H 1.14664 -0.17460 0.79642 2.4410 -0.9551 -0.0829
H -1.31890 -3.03957 0.42951 1.4087 2.4094 0.6258
H -1.01210 1.69275 1.17247 -3.3750 1.3080 -0.4327
H 0.51523 2.02355 1.50084 2.1352 2.3642 0.0062
H -0.14538 0.90845 2.52575 -0.5103 -0.6988 0.6001
H 0.32712 -0.86499 -2.25828 0.7125 0.5736 -0.0124
H 2.02185 -0.23689 -1.77925 -2.2468 0.2799 -0.5694
H 1.03338 0.60687 -2.99502 -0.2581 1.0280 -1.3668
```
Forces are in eV/Å.

orbital gap = 0.3288 Eh
relative energy (zero: lowest compared OMol25 entry of this formula, charge and spin) = 107.5 kcal/mol
LUMO energy = 0.0259 hartree
E_HOMO = -8.24 eV

Atomic partial charges in e from the Mulliken method, atoms 1 to 4:
1 C -0.49
2 C 0.58
3 C -0.74
4 C 0.47

(2)
# C6H10O2

C6H10O2 as an isolated structure in a non-equilibrium geometry (ωB97M-V/def2-TZVPD, OMol25).

Structure (XYZ):
```
18
Properties=species:S:1:pos:R:3:forces:R:3
C -1.01872 -0.20906 0.11715 -0.1527 1.3643 -3.3189
C -0.67968 1.27073 -0.11752 -3.4050 0.9591 0.3063
C 0.76973 1.29527 0.00568 2.5285 0.3509 -0.1699
C 0.99403 -0.23622 0.06533 1.2398 2.4715 0.7954
C -0.06266 -0.55541 1.14914 1.3811 -3.4623 3.5207
C 0.07332 -0.88826 -0.90763 -1.8657 1.4737 -1.0339
H -2.60794 -1.18019 -0.42419 -0.1714 -0.8943 -0.3731
H -1.30067 1.85643 0.60041 0.6363 -0.1089 -0.3750
H -0.98564 1.57419 -1.11891 -0.2521 -0.0284 0.0184
H 1.23493 1.76362 0.90801 -0.6225 -0.4345 -0.5129
H 1.25250 1.80182 -0.85898 -0.1219 -0.5801 0.4132
H 2.41050 -1.26153 -0.38030 1.0756 -1.9681 -0.8663
H -0.03955 -1.66681 1.37325 -0.0948 0.8907 -0.4537
H -0.05517 -0.13620 2.16505 0.0108 0.7142 -0.5333
H -0.04119 -1.91872 -0.72637 0.2535 -1.5303 -0.0454
H 0.07663 -0.64965 -2.00108 0.0145 0.0552 0.9388
O -2.40421 -0.39932 0.06466 0.5824 0.2996 0.7665
O 2.38380 -0.46069 0.08632 -1.0364 0.4276 0.9231
```
Forces are in eV/Å.

orbital gap = 0.3903 Eh
relative energy (zero: lowest compared OMol25 entry of this formula, charge and spin) = 45.8 kcal/mol
LUMO energy = 0.0277 hartree
E_HOMO = -9.87 eV

Atomic partial charges in e from the Mulliken method, atoms 1 to 4:
1 C 0.28
2 C -0.67
3 C -0.81
4 C 0.41

(3)
# C6H10O2

One molecule with the formula C6H10O2 in a non-equilibrium geometry (ωB97M-V/def2-TZVPD, OMol25).

Structure (XYZ):
```
18
Properties=species:S:1:pos:R:3:forces:R:3
C -0.45315 -1.34252 1.41444 -2.5392 0.7089 0.5328
C -0.96223 -0.11416 1.16286 0.9974 -0.0840 -0.1344
C 0.63049 -1.96050 0.79264 2.2592 1.9385 -2.2472
C -0.10449 0.69714 0.23644 2.4818 -0.2003 0.5477
C 0.60572 -0.14433 -0.90268 -1.9155 -2.2188 2.9662
C -0.79503 1.89473 -0.37451 1.2057 0.3019 1.0893
O -0.28202 -0.55404 -1.86957 1.1157 0.5411 0.6683
O 1.80397 0.24228 -1.36053 -3.2544 -0.9210 -4.0556
H -1.08137 -1.99487 1.97289 -0.6309 -0.5105 0.7127
H -1.84902 0.34715 1.65015 0.7473 -0.6158 -0.4723
H 1.65935 -1.69760 1.02251 -0.0314 0.3516 0.1729
H 0.58467 -2.98545 0.52638 -0.3508 -0.8680 -0.2348
H 0.83308 0.94126 0.85221 -1.1350 0.4229 -0.7180
H -1.67217 1.52438 -0.76747 -2.5982 -0.6988 -0.3274
H -0.32674 2.14932 -1.32116 0.7082 1.1664 0.3854
H -0.98969 2.65266 0.42843 0.3110 -0.2102 -1.3192
H -0.06333 -0.09744 -2.68042 0.1942 0.0720 -0.7621
H 2.46198 0.44198 -0.78262 2.4348 0.8242 3.1956
```
Forces are in eV/Å.

orbital gap (spin up / spin down) = 0.2793 / 0.2752 Eh
relative energy (zero: lowest compared OMol25 entry of this formula, charge and spin) = 100.1 kcal/mol
LUMO energy (spin up / spin down) = 0.0204 / 0.0199 hartree
E_HOMO (spin up / spin down) = -7.04 / -6.95 eV

Atomic partial charges in e from the Mulliken method, atoms 1 to 4:
1 C -0.09
2 C -0.72
3 C -0.94
4 C 1.10

(4)
# C6H10O2

One molecule with the formula C6H10O2 in a non-equilibrium geometry (ωB97M-V/def2-TZVPD, OMol25).

Structure (XYZ):
```
18
Properties=species:S:1:pos:R:3:forces:R:3
C 0.20786 -0.40028 1.93836 -1.5818 -1.4525 0.1720
C 0.11722 -0.38455 0.37156 0.4138 0.3361 0.1972
C -1.17435 -0.33500 -0.51608 -1.2602 2.7654 2.4090
O -1.82425 -1.55048 -0.80228 -0.7163 -0.1701 1.8988
C -0.83442 0.46252 -1.74130 3.7037 1.4671 0.4710
C 0.38899 1.09617 -1.56074 0.1515 -0.3526 -1.6294
C 0.97378 0.79197 -0.18969 -1.9212 1.3167 0.0165
O 2.36644 0.70225 -0.13994 -0.0026 -4.3643 -0.3576
H -0.49892 -1.16286 2.47674 0.7748 1.5215 -1.1874
H 0.03599 0.60965 2.30478 0.0380 -0.1216 0.4174
H 1.18939 -0.80054 2.26355 -0.2684 0.7007 -0.4429
H 0.44276 -1.35559 0.13649 1.4381 -1.3372 -0.9811
H -1.81627 0.38476 0.14513 0.0331 -1.2507 -1.1700
H -2.34059 -1.77348 0.02892 0.8767 0.1634 -1.6354
H -1.45812 0.60563 -2.60371 -0.3050 -0.2614 -0.0754
H 1.12248 1.77644 -2.28121 -2.6058 -1.7582 1.7497
H 0.70982 1.66831 0.43913 0.1080 -0.2005 -0.0981
H 2.39218 -0.33491 -0.26970 1.1236 2.9981 0.2459
```
Forces are in eV/Å.

SMILES = C[C@H]1[C@H](O)C=C[C@@H]1O
orbital gap = 0.3685 Eh
relative energy (zero: lowest compared OMol25 entry of this formula, charge and spin) = 55.7 kcal/mol
LUMO energy = 0.0275 hartree
E_HOMO = -9.28 eV

Atomic partial charges in e from the Mulliken method, atoms 1 to 4:
1 C -1.21
2 C -0.04
3 C 0.23
4 O -0.55

(5)
# C6H10O2

One molecule with the formula C6H10O2 in a non-equilibrium geometry (ωB97M-V/def2-TZVPD, OMol25).

Structure (XYZ):
```
18
Properties=species:S:1:pos:R:3:forces:R:3
C -1.35199 0.64330 0.54936 -3.2314 2.8692 3.1143
C -0.73519 -0.75402 1.14869 -5.0695 -0.1525 2.6405
C 0.71453 -1.08926 0.88408 0.9714 -1.4201 3.3454
C 1.15724 -1.51269 -0.56344 1.4415 0.1613 -0.0423
C 0.53633 -0.08921 -0.68116 0.4289 0.2291 -0.9057
C -0.03823 1.16400 -1.38734 4.2665 -1.7791 -3.9791
H -1.00840 1.33483 1.38207 0.0398 -0.2183 -1.6290
H -2.54816 0.65626 0.84538 2.8680 -0.3285 -1.5225
H -1.42814 -1.66127 0.97863 0.8757 1.2969 -0.0694
H -1.08658 -0.33509 2.21704 1.6464 -1.9793 -1.2871
H 0.91856 -1.71084 1.84381 1.0664 1.0410 -1.4499
H 0.72046 -2.37091 -1.04552 -0.8570 -0.0765 -0.2168
H 2.32038 -1.70282 -0.70753 -2.2958 1.0317 0.7506
H -0.51745 -0.45912 -0.31699 2.6337 0.7423 -3.5553
H -0.22442 0.95718 -2.50208 0.1109 -0.2526 1.2442
H 0.64572 2.01688 -1.47462 0.1260 0.0771 0.7500
O -1.17446 1.41432 -0.77772 -3.8286 -1.0427 4.1686
O 1.23846 0.22346 0.66255 -1.1928 -0.1990 -1.3566
```
Forces are in eV/Å.

orbital gap = 0.3760 Eh
relative energy (zero: lowest compared OMol25 entry of this formula, charge and spin) = 192.3 kcal/mol
LUMO energy = 0.0342 hartree
E_HOMO = -9.30 eV

Atomic partial charges in e from the Mulliken method, atoms 1 to 4:
1 C -0.58
2 C -0.69
3 C 0.19
4 C -0.65

(6)
# C6H10O2

A 3-piece molecular cluster, C6H10O2 overall (ωB97M-V/def2-TZVPD, OMol25).

Structure (XYZ):
```
18
Properties=species:S:1:pos:R:3:forces:R:3
C -0.42542 1.29512 0.10946 -0.3575 -0.4256 0.5338
C -0.16450 0.49382 1.21982 0.3683 0.1722 -0.0755
C -0.73704 -0.76141 1.37288 -0.2921 0.5177 -0.2601
C -1.63013 -1.20641 0.40113 0.1635 -0.2549 0.3175
C -1.91889 -0.41354 -0.69641 0.1917 0.0795 0.0596
C -1.31394 0.82856 -0.84494 -0.0318 0.0789 -0.1688
H 0.00106 2.28421 0.07836 0.1473 0.0624 -0.3010
H 0.53390 0.86334 1.95469 0.0076 0.0085 0.2520
H -0.54828 -1.32629 2.27156 0.1012 -0.2274 -0.0213
H -2.07635 -2.18447 0.51832 -0.1407 0.0092 -0.0885
H -2.61806 -0.75244 -1.43932 -0.1313 -0.1296 -0.1808
H -1.54492 1.42389 -1.71558 -0.0379 0.1145 -0.0476
O 1.55661 -1.47533 -1.11818 -0.1248 0.4237 0.2569
H 1.57730 -0.72253 -1.72324 -0.0982 -0.2225 -0.0927
H 0.83364 -1.26757 -0.50201 0.1081 -0.1664 -0.2553
O 3.04047 1.13353 -0.27065 -0.4351 -0.1644 0.4980
H 2.43628 0.37159 -0.27021 0.3758 0.0324 -0.1345
H 2.99830 1.41594 0.65432 0.1861 0.0920 -0.2916
```
Forces are in eV/Å.

SMILES = c1ccccc1.O.O
orbital gap = 0.3929 Eh
relative energy (zero: lowest compared OMol25 entry of this formula, charge and spin) = 0.0 kcal/mol
LUMO energy = 0.0291 hartree
E_HOMO = -9.90 eV

Atomic partial charges in e from the Mulliken method, atoms 1 to 4:
1 C -0.35
2 C -0.27
3 C -0.55
4 C -0.33